No. 1
16
Properties=species:S:1:pos:R:3 method="wB97M-V/def2-TZVPD" e_lumo_ev=-0.83 energy_ev=-11914.4594 gap_ev=8.78 multiplicity=1
C -2.0620 0.8933 -0.3862
C -3.2191 1.3679 0.0172
C -1.4828 -0.4207 -0.1220
C 1.4706 1.2622 0.6108
C 0.8062 0.5120 -0.4917
C 0.5001 -1.7848 0.1203
N -0.1243 -0.4671 -0.1931
O -2.1441 -1.3390 0.3430
O 2.0933 0.2784 -0.0719
H -1.5947 1.5569 -1.1649
H 0.7094 1.0173 -1.4017
H 1.8856 2.2645 0.6727
H 1.1408 0.9610 1.5457
H 1.1848 -1.7358 0.9118
H -0.3470 -2.4209 0.2612
H 1.1831 -1.9453 -0.6514

=====

No. 2
26
Properties=species:S:1:pos:R:3 method="wB97M-V/def2-TZVPD" e_lumo_ev="0.08 / 0.48" energy_ev=-32848.8905 gap_ev="7.04 / 7.49" multiplicity=1
C 2.7220 -1.7593 -0.0417
C 2.5365 -0.8102 1.1701
C 2.2008 -1.1098 -1.3490
C 0.9787 -0.4128 1.4210
C 0.7930 -0.7717 -1.0871
C 0.5076 0.2018 0.1333
C -3.7093 1.9584 -1.8326
N -3.6695 1.0851 -0.8632
O -0.8501 0.5259 0.2519
P -4.8925 0.0252 -0.5100
Cl -3.6709 -0.9762 0.8374
H 3.8600 -1.9899 -0.2354
H 2.1790 -2.7433 0.2016
H 2.9644 -1.3144 2.1215
H 3.0552 0.1609 1.1378
H 2.8451 -0.3827 -1.7911
H 2.3362 -1.9210 -2.0867
H 0.4645 -1.2171 1.8676
H 0.8709 0.2737 2.3087
H 0.1728 -0.3192 -1.9179
H 0.3330 -1.6746 -0.7905
H 1.0702 1.1328 -0.0654
H -4.5318 1.9675 -2.4622
H -2.8133 2.4198 -2.0454
H -1.3255 -0.0386 -0.3101
H -2.7724 1.1417 -0.3850

=====

No. 3
178
Properties=species:S:1:pos:R:3 method="wB97M-V/def2-TZVPD" e_lumo_ev=-0.34 energy_ev=-227810.2687 gap_ev=5.77 multiplicity=1
Cu -1.3869 -2.2184 -1.4573
C 1.7201 0.0073 -1.8504
C 1.1170 0.4584 -0.5087
C 0.2772 1.6930 -0.8379
C -0.6327 2.1585 0.2299
C -1.4446 1.0148 0.7768
C -0.6833 -0.3167 1.1434
N 0.2497 -0.6265 0.1240
O 0.8370 -1.9800 0.0803
C -1.8842 -1.3071 1.2874
C -0.0151 -0.2199 2.6293
C 2.3982 0.9403 0.2732
H 2.2410 0.7544 -2.4492
H 0.8723 -0.3773 -2.4172
H 2.3637 -0.8005 -1.5019
H -0.3419 1.3847 -1.6804
H 0.9407 2.4802 -1.1959
H -1.3362 2.9604 0.0059
H -0.0187 2.5907 1.0201
H -2.3260 0.9161 0.1433
H -2.0272 1.3560 1.6325
H -2.4959 -1.2328 0.3883
H -2.4439 -1.1618 2.2114
H -1.5731 -2.3513 1.2552
H 0.5212 0.7280 2.6737
H 0.8226 -0.9058 2.7555
H -0.7341 -0.0897 3.4381
H 3.1285 0.1311 0.2753
H 2.2233 1.4313 1.2304
H 2.9256 1.7409 -0.2455
C -4.3435 3.8306 -0.8629
O -3.3657 4.5025 -1.0893
N -4.6912 3.5531 0.4660
C -5.8686 2.8071 0.7391
C -3.9302 4.0939 1.6173
H -5.0254 3.4056 -1.6157
H -6.3862 2.6020 -0.1980
H -6.5900 3.2858 1.4013
H -5.5530 1.8746 1.2070
H -2.9618 4.4536 1.2696
H -4.5843 4.8931 1.9659
H -3.8438 3.4740 2.5097
C -4.2012 -0.4944 -2.9638
O -3.2833 -0.7614 -2.1344
N -5.1355 -1.4245 -3.3276
C -4.8215 -2.7934 -3.6511
C -6.4218 -0.9880 -3.9180
H -4.4829 0.4710 -3.4119
H -5.2921 -3.5503 -3.0236
H -3.7824 -3.1155 -3.5833
H -5.1000 -2.8600 -4.7028
H -7.2230 -1.6629 -3.6168
H -6.9133 -0.0152 -3.9093
H -6.2930 -1.2623 -4.9650
C -4.3439 0.9752 6.9015
O -4.6848 0.8270 8.1156
N -4.5164 0.0107 5.9259
C -3.8950 0.2850 4.5700
C -5.1342 -1.3315 6.2580
H -3.8323 1.9042 6.6061
H -4.5806 0.3138 3.7231
H -3.0621 -0.3901 4.3736
H -3.3876 1.2464 4.6503
H -4.4720 -2.1567 6.5199
H -6.0149 -1.3156 6.9001
H -5.6618 -1.7830 5.4178
C 6.6838 -3.6536 0.9386
O 7.7668 -3.0658 1.3659
N 5.8707 -3.1365 0.1092
C 4.7141 -3.9014 -0.3688
C 5.9824 -1.8665 -0.5812
H 6.3642 -4.6520 1.2750
H 4.5632 -4.9204 -0.0123
H 4.7300 -4.0718 -1.4452
H 3.7217 -3.4728 -0.2291
H 5.1143 -1.2512 -0.3451
H 6.8396 -1.4055 -0.0906
H 6.0938 -2.0040 -1.6567
C 1.7330 2.1479 -7.1914
O 2.5385 1.1335 -7.1698
N 1.3803 2.8738 -6.0863
C 1.9936 2.6332 -4.7797
C 0.3219 3.8971 -6.0310
H 1.4847 2.5080 -8.2018
H 1.6053 1.6810 -4.4181
H 1.8762 3.2731 -3.9052
H 3.0758 2.5141 -4.8319
H -0.1590 4.1597 -6.9732
H -0.5244 3.4979 -5.4720
H 0.5281 4.8653 -5.5747
C -5.7578 -4.1105 0.4403
O -5.7602 -5.2601 0.8908
N -5.6309 -2.9855 1.1454
C -5.6697 -1.6714 0.4667
C -5.6369 -3.0657 2.6141
H -5.9531 -3.8808 -0.6187
H -6.5434 -1.1448 0.8507
H -5.9143 -1.8565 -0.5793
H -4.8839 -0.9258 0.5875
H -5.1076 -3.8884 3.0948
H -5.2739 -2.1624 3.1044
H -6.6262 -3.3878 2.9390
Cl 4.4519 -0.5540 3.9622
C 3.7410 -1.7170 2.7991
C 2.8246 -2.8784 3.2252
Cl 3.9161 -4.0459 3.9115
H 4.6714 -2.0916 2.3722
H 3.4077 -1.1776 1.9125
H 2.4847 -3.4070 2.3346
H 2.0302 -2.6867 3.9466
Cl -0.4726 -2.5396 6.1584
C 0.8692 -1.5006 6.8039
C 1.0902 -0.1564 6.0711
Cl -0.2618 0.9077 6.1305
H 1.7990 -2.0678 6.8470
H 0.6832 -1.2929 7.8576
H 1.2475 -0.5448 5.0649
H 1.9263 0.4397 6.4367
Cl -0.4958 5.5685 2.4649
C 0.5648 5.7807 1.1057
C 1.9805 5.3400 1.4017
Cl 2.6057 6.2061 2.8082
H 0.4360 6.8253 0.8222
H 0.1430 5.3846 0.1820
H 2.5485 5.7035 0.5453
H 1.9632 4.2547 1.5012
C -5.7519 -6.7116 -2.4830
C -4.3092 -6.8809 -2.8479
O -3.7608 -6.8385 -1.4925
P -2.5918 -5.8356 -1.0391
O -2.6051 -4.4142 -1.4893
O -2.5443 -6.0682 0.5566
C -1.6061 -5.3770 1.3435
C -2.1276 -5.1491 2.7409
O -1.2645 -6.7486 -1.4802
C -0.7781 -6.6868 -2.7692
C 0.6098 -5.9362 -2.6236
H -5.8353 -5.7826 -1.9189
H -6.4687 -6.5208 -3.2816
H -5.9559 -7.4894 -1.7471
H -4.1991 -7.7716 -3.4665
H -3.9646 -6.0380 -3.4470
H -0.6185 -5.8333 1.2762
H -1.4564 -4.4153 0.8526
H -3.1812 -4.9240 2.5751
H -2.1055 -6.0580 3.3421
H -1.6145 -4.3271 3.2398
H -0.4994 -7.7049 -3.0411
H -1.5818 -6.5484 -3.4924
H 1.2350 -6.3441 -1.8293
H 1.2406 -6.1362 -3.4898
H 0.5788 -4.8644 -2.4277
C 5.7285 2.4617 -1.8737
C 6.7661 3.3843 -2.4383
O 6.0629 4.6917 -2.6173
P 6.1152 5.8779 -1.5188
O 4.9904 5.7648 -0.5666
O 7.4349 5.7232 -0.6965
C 7.5925 6.4786 0.4996
C 8.2916 5.4672 1.5097
O 6.2285 7.2817 -2.3281
C 6.5468 7.2518 -3.7701
C 5.3412 7.4646 -4.6072
H 6.0625 1.4261 -1.9376
H 5.4575 2.9325 -0.9287
H 4.7704 2.5353 -2.3882
H 7.6743 3.5519 -1.8593
H 7.1727 3.0784 -3.4023
H 8.2075 7.3389 0.2355
H 6.6608 6.8135 0.9554
H 9.3495 5.4400 1.2485
H 8.2916 5.9109 2.5054
H 7.7667 4.5212 1.3770
H 7.2343 8.0628 -4.0103
H 7.0389 6.3040 -3.9884
H 4.7357 8.3375 -4.3633
H 5.6707 7.4179 -5.6452
H 4.6544 6.6292 -4.4706

=====

No. 4
63
Properties=species:S:1:pos:R:3 method="wB97M-V/def2-TZVPD" e_lumo_ev=3.55 energy_ev=-93733.0589 total_charge=-2 gap_ev=5.13 multiplicity=1
Pt 2.3556 -1.5042 1.5597
S 2.2564 -5.8485 4.1821
Sb 1.1078 -4.0096 3.4910
S 2.2605 -1.9388 3.8324
S 1.2701 -3.5539 1.1386
S -1.0925 -3.9008 4.1113
C -1.3476 -0.1943 2.7313
C -0.5990 0.8487 1.9783
N 0.5982 0.7217 1.4947
C 0.9008 1.8963 0.8526
C -0.1352 2.7665 0.9482
N -1.1109 2.0952 1.6775
C -2.3967 2.6071 2.0154
N -3.4695 2.0250 1.2122
N -4.5113 1.4282 1.8111
N -5.3113 0.9545 0.9329
C -4.7800 1.2310 -0.3165
C -5.2543 0.9278 -1.5962
C -4.5032 1.3543 -2.6623
C -3.2932 2.0682 -2.4721
C -2.8103 2.3623 -1.2239
C -3.5884 1.9225 -0.1401
H -0.7112 -1.0665 2.8823
H -2.2497 -0.5061 2.1974
H -1.6547 0.1647 3.7167
H 1.8554 2.0361 0.3686
H -0.2720 3.7802 0.6091
H -2.3754 3.6865 1.8704
H -2.6536 2.3898 3.0500
H -6.1737 0.3726 -1.7280
H -4.8333 1.1358 -3.6697
H -2.7270 2.3831 -3.3397
H -1.8746 2.8850 -1.0876
C -1.2317 -1.3534 -2.6811
C -1.1259 -1.9172 -1.2806
N 0.0525 -1.3718 -0.6406
C 1.2424 -1.1982 -1.2707
N 2.3330 -1.0859 -0.5717
C 3.5983 -0.8179 -1.2432
C 3.4053 -0.1260 -2.5782
C 2.4293 -0.9447 -3.3913
N 1.1857 -1.0438 -2.6557
C 0.0763 -1.6240 -3.3930
H -1.3997 -0.2748 -2.6294
H -2.0640 -1.8102 -3.2210
H -1.0821 -3.0131 -1.3110
H -1.9924 -1.6375 -0.6800
H 0.1786 -1.6411 0.3344
H 4.1361 -1.7620 -1.3814
H 4.2165 -0.2165 -0.5853
H 4.3587 -0.0246 -3.1002
H 2.9836 0.8710 -2.4195
H 2.8545 -1.9392 -3.5934
H 2.2092 -0.4733 -4.3533
H 0.2133 -2.7090 -3.5171
H 0.0795 -1.1750 -4.3894
O 5.0744 -0.6792 1.3863
N 4.0106 -0.2549 1.8861
C 4.1517 0.6958 2.8276
C 5.4621 1.1016 3.2384
N 6.5147 1.4493 3.5544
C 3.0367 1.3966 3.3824
N 2.2166 2.0587 3.8498